No. 1
This record from the Open Molecules 2025 dataset describes a structure of composition C6CsF18LiN3O12S6 at a distorted geometry. The level of theory is ωB97M-V with the def2-TZVPD basis set.

Summary:
E_tot = -149936.276 eV
charge = -1
2S+1 = 1

The geometry in XYZ format:
```
47
Properties=species:S:1:pos:R:3:mulliken_charge:R:1
Li 16.713 9.204 7.627 0.91
Cs 11.975 1.300 6.057 1.00
C 13.096 13.436 1.768 0.63
F 13.869 13.155 0.705 -0.23
F 13.124 12.398 2.595 -0.20
F 13.740 14.446 2.402 -0.22
S 11.317 14.078 1.195 0.99
O 10.576 14.510 2.374 -0.59
O 11.543 15.159 0.228 -0.59
N 10.568 12.689 0.535 -0.35
S 9.374 13.269 -0.062 0.99
O 8.417 13.791 0.921 -0.68
O 9.543 14.152 -1.273 -0.67
C 8.443 11.775 -0.692 0.64
F 7.833 11.154 0.329 -0.24
F 7.500 12.118 -1.517 -0.23
F 9.234 11.011 -1.394 -0.24
C 15.961 6.982 3.921 0.70
F 15.059 7.645 3.228 -0.22
F 16.530 5.990 3.194 -0.22
F 16.891 7.871 4.204 -0.23
S 15.171 6.339 5.486 0.86
O 14.249 5.346 4.939 -0.62
O 16.317 5.766 6.232 -0.65
N 14.638 7.854 6.139 -0.19
S 13.116 7.698 6.159 0.91
O 12.403 8.095 4.926 -0.59
O 12.615 6.543 6.875 -0.64
C 12.813 9.199 7.352 0.57
F 13.595 9.032 8.509 -0.25
F 13.127 10.360 6.733 -0.18
F 11.545 9.258 7.735 -0.20
C 18.059 12.603 7.252 0.63
F 18.858 12.406 6.164 -0.23
F 17.570 13.823 7.192 -0.18
F 17.084 11.689 7.193 -0.22
S 19.033 12.260 8.943 0.87
O 20.415 12.551 8.628 -0.57
O 18.300 13.017 9.917 -0.56
N 18.788 10.575 9.059 -0.30
S 19.696 10.317 10.323 0.85
O 21.063 10.797 10.298 -0.59
O 18.955 10.794 11.541 -0.64
C 19.723 8.362 10.350 0.64
F 18.418 8.003 10.541 -0.24
F 20.174 7.875 9.222 -0.20
F 20.395 7.840 11.383 -0.21
```

***

No. 2
This record from the Open Molecules 2025 dataset describes a cluster of 2 separate species, C3H12NOS in total at a distorted geometry. The level of theory is ωB97M-V with the def2-TZVPD basis set.

Summary:
E_tot = -17672.001 eV
charge = +1
2S+1 = 1

The geometry in XYZ format:
```
18
Properties=species:S:1:pos:R:3:mulliken_charge:R:1
C -1.367 -1.377 0.265 -0.66
C -0.953 -0.100 0.998 -0.54
C 0.547 0.022 1.296 -0.55
S 1.181 1.734 1.246 -0.21
N -0.529 -1.662 -0.935 -0.23
H -2.402 -1.284 -0.051 0.38
H -1.288 -2.226 0.950 0.36
H -1.090 0.717 0.272 0.31
H -1.663 0.061 1.806 0.35
H 0.855 -0.413 2.232 0.43
H 1.135 -0.514 0.543 0.19
H 1.755 1.701 2.429 0.16
H -0.352 -0.859 -1.568 0.25
H -1.020 -2.311 -1.555 0.40
H 0.363 -2.104 -0.715 0.39
H -0.128 0.826 -3.129 0.32
H 0.328 -0.211 -4.115 0.30
O 0.018 -0.131 -3.201 -0.66
```

***

No. 3
This record from the Open Molecules 2025 dataset describes a cluster of 8 separate species, C42H92N6O9 in total at a distorted geometry. The level of theory is ωB97M-V with the def2-TZVPD basis set.

Summary:
E_tot = -72392.743 eV
charge = +2
2S+1 = 1

The geometry in XYZ format:
```
149
Properties=species:S:1:pos:R:3:mulliken_charge:R:1
N 0.570 0.815 -0.305 0.46
O 1.332 1.638 0.225 -0.75
O 0.726 0.401 -1.419 -1.06
O -0.249 0.244 0.389 -0.02
C 2.855 5.209 -0.950 -1.52
C 1.440 4.648 -1.020 0.92
C 0.593 5.301 -2.095 -0.75
N -0.720 4.425 -2.398 0.43
C -0.438 3.232 -3.318 -1.09
C -1.768 5.264 -3.133 -0.58
C -3.073 4.942 -2.486 -0.78
C -2.850 3.824 -1.484 0.30
C -1.400 3.963 -1.045 -0.82
H 2.805 6.240 -0.598 0.46
H 3.461 5.163 -1.855 0.24
H 3.437 4.670 -0.203 0.38
H 0.879 4.704 -0.087 0.40
H 1.677 3.613 -1.267 -0.59
H 1.135 5.374 -3.037 0.32
H 0.231 6.268 -1.746 0.36
H 0.026 3.562 -4.248 0.31
H -1.370 2.676 -3.420 0.60
H 0.335 2.671 -2.794 0.17
H -1.824 5.080 -4.206 0.38
H -1.518 6.325 -3.152 0.42
H -3.792 4.596 -3.229 0.37
H -3.604 5.777 -2.030 0.33
H -2.916 2.858 -1.984 -0.76
H -3.603 3.863 -0.697 0.66
H -0.973 3.083 -0.565 0.32
H -1.339 4.828 -0.384 0.50
C 7.708 1.500 1.409 -1.43
C 6.321 1.394 0.797 0.46
C 6.474 0.910 -0.636 -1.20
N 5.132 0.886 -1.394 0.82
C 4.055 -0.043 -0.782 -1.74
C 4.510 2.239 -1.562 -0.40
C 4.366 2.572 -3.020 -0.16
C 5.264 1.613 -3.698 -1.13
C 5.375 0.348 -2.830 -0.08
H 7.709 1.279 2.476 0.39
H 8.221 2.448 1.248 0.36
H 8.277 0.712 0.914 0.36
H 5.893 2.395 0.747 0.13
H 5.671 0.746 1.385 0.19
H 6.862 -0.104 -0.724 0.55
H 7.131 1.578 -1.194 0.32
H 3.570 0.334 0.118 0.51
H 4.520 -1.016 -0.618 0.53
H 3.208 -0.129 -1.462 0.50
H 3.623 2.310 -0.933 0.14
H 5.227 2.947 -1.144 0.24
H 3.327 2.429 -3.317 0.04
H 4.678 3.591 -3.246 0.42
H 5.024 1.420 -4.744 0.52
H 6.270 2.028 -3.738 0.37
H 4.485 -0.191 -3.153 -0.26
H 6.224 -0.311 -3.013 0.44
C -3.647 2.871 6.483 -1.43
C -3.627 1.415 5.968 -0.34
C -2.829 1.152 4.624 -0.85
N -3.056 -0.231 3.984 1.16
C -2.500 -1.299 4.988 -1.17
C -2.279 -0.297 2.633 -0.60
C -3.295 -0.973 1.651 1.94
C -4.480 -1.350 2.422 -1.01
C -4.486 -0.474 3.604 -0.99
H -2.668 3.350 6.467 0.36
H -3.889 2.918 7.545 0.38
H -4.242 3.479 5.801 0.37
H -4.668 1.130 5.815 0.29
H -3.230 0.812 6.785 0.33
H -1.750 1.283 4.705 0.58
H -3.178 1.805 3.823 0.41
H -2.763 -2.294 4.629 0.41
H -2.845 -1.165 6.013 0.33
H -1.411 -1.248 4.965 0.41
H -1.389 -0.926 2.628 -0.11
H -1.970 0.688 2.284 0.15
H -2.800 -1.824 1.182 -0.37
H -3.512 -0.389 0.757 -1.04
H -4.361 -2.410 2.649 0.41
H -5.348 -1.260 1.769 0.44
H -5.077 -0.894 4.418 0.45
H -4.975 0.457 3.317 0.46
C 0.285 -4.534 5.189 -1.50
C 0.287 -4.556 3.675 -0.12
C 1.483 -3.769 2.948 -0.73
N 1.307 -3.740 1.396 0.80
C 0.159 -2.748 0.977 -0.26
C 0.934 -5.142 0.844 -0.89
C 1.442 -5.094 -0.561 0.20
C 2.808 -4.403 -0.439 -0.87
C 2.576 -3.267 0.599 0.26
H -0.685 -4.711 5.654 0.38
H 0.666 -3.568 5.518 0.36
H 0.787 -5.433 5.548 0.38
H -0.653 -4.251 3.214 0.29
H 0.318 -5.615 3.416 0.30
H 2.416 -4.328 3.019 0.57
H 1.701 -2.751 3.270 0.01
H 0.149 -2.750 -0.113 -0.07
H 0.408 -1.797 1.448 -0.60
H -0.740 -3.157 1.438 0.53
H -0.143 -5.301 0.902 0.22
H 1.444 -5.830 1.519 0.57
H 0.740 -4.538 -1.182 -0.48
H 1.491 -6.131 -0.894 0.59
H 3.206 -3.970 -1.356 0.28
H 3.525 -5.123 -0.045 0.48
H 2.386 -2.255 0.239 -0.36
H 3.386 -3.219 1.328 0.36
C -7.201 -1.666 -1.724 -1.39
C -5.743 -1.147 -1.663 0.10
C -4.914 -1.565 -2.922 -0.97
N -3.423 -1.145 -2.813 0.65
C -3.344 0.360 -2.373 -1.72
C -2.564 -2.115 -1.915 0.30
C -1.686 -2.978 -2.851 0.52
C -1.463 -2.101 -4.057 -0.43
C -2.742 -1.296 -4.303 -0.77
H -7.208 -2.746 -1.873 0.36
H -7.608 -1.217 -2.630 0.36
H -7.773 -1.332 -0.859 0.39
H -5.328 -1.640 -0.783 -0.02
H -5.738 -0.060 -1.591 0.36
H -5.327 -1.130 -3.833 0.54
H -5.064 -2.644 -2.900 0.41
H -4.107 0.907 -2.928 0.66
H -2.347 0.633 -2.719 0.53
H -3.509 0.472 -1.301 0.41
H -1.990 -1.426 -1.295 -0.51
H -3.264 -2.674 -1.293 0.34
H -0.764 -3.297 -2.365 -0.93
H -2.137 -3.913 -3.182 0.56
H -0.655 -1.381 -3.932 0.04
H -1.217 -2.738 -4.907 0.62
H -2.591 -0.361 -4.841 0.33
H -3.397 -1.943 -4.886 0.37
O 1.560 0.379 3.392 -0.46
C 2.741 -0.227 3.409 0.71
O 3.035 -0.821 2.363 -0.61
O 3.457 -0.236 4.395 -0.78
H 1.419 0.181 2.463 0.24
O 1.563 -2.204 -2.320 1.07
C 2.287 -2.328 -3.426 0.40
O 2.469 -1.397 -4.212 -0.75
O 2.691 -3.402 -3.879 -0.76
H 1.282 -1.290 -2.247 -0.33
```

***

No. 4
This record from the Open Molecules 2025 dataset describes the ion F2HN6 with charge +1 at a distorted geometry. The level of theory is ωB97M-V with the def2-TZVPD basis set.

Summary:
E_tot = -14374.604 eV
charge = +1
2S+1 = 1

The geometry in XYZ format:
```
9
Properties=species:S:1:pos:R:3:mulliken_charge:R:1
F 2.647 0.066 -0.137 -0.13
N 2.110 -1.321 -0.022 0.17
F 1.938 -1.801 -1.257 -0.10
N 0.887 -1.194 0.503 0.84
N 0.688 -1.124 1.770 -0.09
N -0.556 -1.155 2.030 -0.09
N -1.241 -1.084 0.888 -0.11
N -0.394 -1.119 -0.058 0.13
H -0.606 -1.176 -1.084 0.37
```

***

No. 5
This record from the Open Molecules 2025 dataset describes a cluster of 11 separate species, C19H60N8O11 in total at a distorted geometry. The level of theory is ωB97M-V with the def2-TZVPD basis set.

Summary:
E_tot = -55109.877 eV
2S+1 = 1

The geometry in XYZ format:
```
98
Properties=species:S:1:pos:R:3:mulliken_charge:R:1
N 5.630 -1.436 -0.038 -0.40
C 4.809 -0.683 -0.663 0.10
N 4.093 -1.303 -1.497 -0.30
O 4.946 0.697 -0.548 -0.85
H 6.469 -1.046 0.348 0.31
H 5.371 -2.382 -0.025 0.18
H 3.564 -0.750 -2.078 0.51
H 3.685 -2.233 -1.378 0.22
N 3.611 1.041 1.868 -0.14
C 3.999 0.170 2.798 0.24
N 4.418 -0.913 2.366 -0.27
O 3.774 0.324 4.189 -0.75
H 3.082 1.933 2.089 0.15
H 3.980 1.052 0.863 0.17
H 4.529 -1.669 3.031 0.26
H 4.773 -1.013 1.431 0.50
N -5.169 2.555 1.888 -0.18
C -4.036 3.090 1.789 0.75
N -3.214 2.211 1.277 0.09
O -3.637 4.286 2.301 -0.75
H -5.932 3.127 2.194 0.25
H -5.447 1.629 1.546 0.16
H -2.211 2.624 1.386 -0.13
H -3.442 1.301 0.787 0.27
N -1.413 0.005 3.239 0.08
C -2.580 -0.330 3.774 0.32
N -3.547 0.432 3.398 -0.24
O -2.679 -1.366 4.690 -0.79
H -0.625 -0.567 3.510 0.15
H -1.305 0.661 2.429 -0.24
H -4.403 0.119 3.913 0.22
H -3.493 1.300 2.740 0.18
C -0.172 -2.630 1.765 -1.00
C 1.132 -2.526 2.393 0.85
C 2.318 -3.118 1.562 -2.02
O 1.490 -1.369 2.754 -0.47
H -0.892 -2.616 2.616 0.62
H -0.428 -3.412 1.018 0.52
H -0.517 -1.753 1.295 -0.12
H 1.237 -3.104 3.286 0.60
H 3.218 -3.228 2.124 0.48
H 2.404 -2.460 0.762 0.34
H 2.084 -4.049 1.145 0.61
H 2.430 -1.403 2.723 -0.42
C -1.687 -0.259 -4.116 -1.07
C -2.538 0.900 -3.383 1.87
C -1.859 2.272 -3.862 -1.43
O -3.802 0.953 -3.526 -0.63
H -1.818 -0.222 -5.227 0.47
H -2.011 -1.265 -3.834 0.32
H -0.666 -0.122 -3.782 -0.11
H -2.487 0.635 -2.333 -0.90
H -2.142 2.459 -4.928 0.37
H -0.776 2.321 -3.722 0.21
H -2.209 3.091 -3.261 0.53
H -4.192 1.861 -3.348 0.41
C 1.848 2.396 -0.416 -1.86
C 1.109 1.148 0.025 -0.78
C -0.214 0.896 -0.725 0.16
O 1.745 0.121 -0.007 2.63
H 1.543 2.607 -1.443 0.24
H 2.920 2.366 -0.373 0.24
H 1.594 3.189 0.276 0.28
H 0.713 1.242 1.047 1.23
H -0.269 0.867 -1.781 0.09
H -0.869 1.734 -0.629 0.94
H -0.708 -0.045 -0.477 -1.13
H 1.990 -0.115 0.905 -1.12
C -1.655 -2.820 -1.706 -1.84
C -0.287 -2.927 -2.380 0.33
C 0.696 -2.733 -1.282 -0.24
O -0.104 -3.996 -2.918 -0.58
H -2.506 -2.895 -2.268 0.71
H -1.688 -1.775 -1.324 0.37
H -1.771 -3.506 -0.938 0.55
H -0.226 -2.113 -3.088 0.20
H 0.288 -1.950 -0.581 -0.61
H 1.631 -2.271 -1.636 -0.03
H 0.950 -3.601 -0.768 0.66
H 0.706 -3.828 -3.340 0.45
C -0.562 4.415 1.827 -0.93
O -0.758 3.072 2.168 -0.41
H 0.443 4.818 1.956 0.35
H -1.268 4.972 2.431 0.35
H -0.832 4.694 0.820 0.31
H -0.576 2.888 3.143 0.27
C -3.813 -1.234 0.714 -0.87
O -3.493 -0.152 -0.075 -0.49
H -4.106 -2.112 0.131 0.40
H -4.651 -0.990 1.294 0.38
H -2.898 -1.581 1.223 0.06
H -3.925 -0.387 -0.933 0.31
C 2.258 1.115 -3.702 -1.00
O 2.305 0.077 -2.781 -0.68
H 1.347 1.226 -4.255 0.21
H 2.928 0.959 -4.526 0.39
H 2.678 2.065 -3.345 0.40
H 1.790 0.348 -2.008 -0.09
```

***

No. 6
This record from the Open Molecules 2025 dataset describes a structure of composition C37H46F3N4S4SbTa at a distorted geometry. The level of theory is ωB97M-V with the def2-TZVPD basis set.

Summary:
E_tot = -104633.315 eV
charge = +3
2S+1 = 1

The geometry in XYZ format:
```
96
Properties=species:S:1:pos:R:3:mulliken_charge:R:1
Ta 1.162 0.435 0.062 0.37
C 4.436 2.189 -0.551 -0.92
C 3.788 3.346 0.178 -0.81
S 2.249 2.911 1.097 0.15
C 1.144 4.248 0.505 0.10
C 0.854 4.311 -0.984 -1.46
S 0.327 2.704 -1.708 0.68
C 1.398 2.605 -3.193 -0.72
C 2.896 2.568 -2.952 -1.01
S 3.355 1.292 -1.720 0.17
H 4.766 1.424 0.151 0.37
H 5.305 2.542 -1.107 0.60
H 3.531 4.161 -0.494 0.43
H 4.491 3.723 0.921 0.56
H 1.596 5.183 0.838 0.76
H 0.218 4.096 1.055 -0.46
H 1.704 4.661 -1.564 0.60
H 0.033 5.015 -1.135 0.64
H 1.146 3.450 -3.836 0.59
H 1.071 1.680 -3.674 0.05
H 3.297 3.517 -2.606 0.55
H 3.390 2.306 -3.891 0.63
C -2.803 -2.410 1.722 -1.03
C -3.212 -2.053 3.120 1.66
C -3.974 -2.938 3.875 -0.78
C -4.380 -2.627 5.161 -0.71
C -4.049 -1.400 5.716 -0.72
C -3.308 -0.492 4.984 -0.62
C -2.877 -0.825 3.704 -0.67
N -2.162 0.157 2.949 0.55
C -0.949 -0.033 2.419 0.44
N -0.236 -1.031 2.985 0.00
C 0.842 -1.731 2.467 1.56
C 1.626 -1.197 1.491 -1.11
C 2.521 -2.043 0.715 0.97
C 2.209 -3.546 0.751 -0.46
C 1.499 -3.971 1.946 -1.52
C 0.943 -3.128 2.846 0.23
C 0.265 -3.619 4.083 -1.93
N -0.492 0.720 1.406 0.15
C -1.394 1.769 1.021 -0.66
C -2.127 1.627 -0.157 0.56
C -3.044 2.594 -0.530 -0.70
C -3.243 3.703 0.281 -1.00
C -2.521 3.842 1.455 -0.50
C -1.588 2.885 1.851 0.23
C -0.859 3.045 3.156 -1.58
H -3.535 -3.082 1.284 0.60
H -1.840 -2.923 1.709 0.11
H -2.728 -1.528 1.088 0.05
H -4.274 -3.878 3.438 0.50
H -4.974 -3.333 5.722 0.45
H -4.382 -1.145 6.708 0.45
H -3.064 0.474 5.397 0.51
H -2.691 0.973 2.667 0.36
H -0.718 -1.491 3.755 0.13
H 3.789 -1.177 -0.624 0.79
H 2.024 -4.136 -0.138 0.45
H 1.385 -5.038 2.076 0.59
H 0.626 -4.612 4.334 0.49
H -0.815 -3.689 3.954 0.30
H 0.477 -2.963 4.926 0.46
H -1.993 0.733 -0.760 0.45
H -3.613 2.470 -1.437 0.54
H -3.971 4.449 0.008 0.50
H -2.682 4.699 2.090 0.56
H -0.678 4.098 3.364 0.50
H 0.089 2.508 3.164 0.33
H -1.469 2.671 3.978 0.38
F 1.860 -2.473 -4.276 -0.19
C 2.283 -3.458 -3.446 0.67
F 3.154 -4.193 -4.111 -0.28
F 1.202 -4.208 -3.186 -0.25
C 2.831 -2.861 -2.174 0.70
C 4.081 -3.336 -1.602 -0.71
C 4.462 -3.321 -0.299 -1.52
C 3.648 -3.054 0.900 -0.02
N 2.772 -1.226 -0.477 -0.47
C 2.165 -1.829 -1.601 -0.35
S 0.588 -1.114 -1.831 -0.31
H 4.770 -3.764 -2.318 0.58
H 5.454 -3.694 -0.085 0.53
H 4.139 -3.166 1.855 0.69
C -2.516 1.952 -5.327 -1.32
Sb -1.580 0.263 -4.334 0.56
C -3.274 -1.091 -4.393 -1.30
C -0.418 -0.398 -6.036 -1.20
H -2.994 1.541 -6.209 0.39
H -1.776 2.684 -5.627 0.41
H -3.261 2.415 -4.694 0.38
H -3.238 -1.601 -5.350 0.42
H -4.178 -0.494 -4.321 0.40
H -3.250 -1.819 -3.590 0.34
H -1.134 -0.711 -6.790 0.44
H 0.233 -1.226 -5.784 0.28
H 0.169 0.435 -6.410 0.39
```